1.
The following is a DFT calculation (ωB97M-V/def2-TZVPD) of C3H4N2O in the gas phase.

```
10
Properties=species:S:1:pos:R:3:forces:R:3:mulliken_charge:R:1
C -0.3423 1.3850 0.2583 0.162 0.123 -0.026 -0.438
N -0.7659 -0.0443 0.5891 -0.047 -0.270 -0.047 -0.413
H -2.5089 -0.8848 -0.2196 0.111 0.043 -0.084 0.364
N 1.7442 -0.1141 -0.0355 -0.076 -0.013 0.127 -0.407
C -1.4167 -0.8290 -0.3700 0.108 -0.223 -0.240 0.195
H 2.5512 0.2899 0.4131 -0.073 0.058 -0.156 0.249
H 1.7400 -1.1161 -0.1452 0.011 0.090 0.080 0.247
C 0.5381 0.4477 0.1597 -0.032 0.091 0.006 0.366
H -0.7044 2.3535 0.5546 0.092 -0.162 -0.006 0.344
O -0.8353 -1.4879 -1.2046 -0.255 0.264 0.347 -0.508
```
Forces are in eV/Å.

Values from the calculation:
* charge: 0
* HOMO-LUMO gap: 9.09 eV
* LUMO level: 0.861 eV
* HOMO: -8.23 eV



2.
The following is a DFT calculation (ωB97M-V/def2-TZVPD) of 2 unconnected molecules or ions with the total composition C3H4N2O.

```
10
Properties=species:S:1:pos:R:3:forces:R:3:mulliken_charge:R:1
O -2.2055 0.1642 0.4897 0.194 0.077 -0.051 -0.495
N 1.0474 -1.0540 -0.5464 0.031 0.653 0.289 0.243
H -0.5314 -2.0746 -0.4464 0.066 -0.165 0.082 0.243
C 1.7899 -0.2250 -0.0674 -0.369 -0.596 -0.179 -0.163
C -0.9291 0.5414 0.4943 0.603 -0.013 -0.152 0.125
H -2.7715 0.8551 0.8688 0.323 -0.049 -0.079 0.347
C 0.1231 1.1531 0.6922 -0.377 -0.310 -0.161 -0.338
H 0.7845 1.9379 0.9846 -0.134 -0.109 0.064 0.365
N -0.1737 -1.1972 -0.8147 -0.201 0.302 0.174 -0.643
H 2.8573 -0.1088 -0.1983 -0.136 0.211 0.013 0.318
```
Forces are in eV/Å.

Values from the calculation:
* charge: 0
* HOMO-LUMO gap (spin up / spin down): 9.36 / 9.36 eV
* LUMO level (spin up / spin down): 0.597 / 0.597 eV
* HOMO (spin up / spin down): -8.77 / -8.77 eV



3.
The following is a DFT calculation (ωB97M-V/def2-TZVPD) of C3H4N2O in the gas phase.

```
10
Properties=species:S:1:pos:R:3:forces:R:3:mulliken_charge:R:1
O 0.2202 1.4193 1.3830 0.212 -0.201 0.071 -0.528
H 1.3358 0.4630 -0.1799 -0.003 -0.040 -0.084 0.181
H 0.8263 1.1815 2.1031 -0.157 0.063 -0.135 0.337
H -1.4956 0.9592 -0.6229 0.187 -0.185 0.043 0.201
N 0.4377 -1.5996 -0.5239 -0.177 0.304 0.038 -0.422
C 0.3016 0.4142 0.4659 -0.102 -0.233 -0.109 0.655
H -1.2979 -1.3282 -1.7295 0.200 0.081 0.188 0.377
C -0.6113 -0.9559 -0.9693 0.107 0.104 0.079 -0.020
C 1.0626 -0.8283 0.4951 -0.368 0.249 -0.149 -0.673
N -0.7793 0.2747 -0.4216 0.104 -0.143 0.058 -0.107
```
Forces are in eV/Å.

Values from the calculation:
* charge: 0
* HOMO-LUMO gap: 9.03 eV
* LUMO level: 0.424 eV
* HOMO: -8.61 eV



4.
The following is a DFT calculation (ωB97M-V/def2-TZVPD) of 2 unconnected molecules or ions with the total composition C3H4N2O.

```
10
Properties=species:S:1:pos:R:3:forces:R:3:mulliken_charge:R:1
N 0.5278 -0.4448 -0.9222 -0.456 0.061 0.076 0.543
O 1.7139 -0.6191 -1.1723 -0.229 0.014 0.005 -0.716
C -0.5857 -0.2762 -0.6766 0.439 -0.084 -0.138 0.241
H 2.6870 0.0854 0.4661 -0.053 0.096 0.224 0.282
C 2.5409 0.5165 1.4488 -0.096 0.148 0.342 0.073
C -2.0236 -0.0922 -0.4480 -0.014 0.001 0.004 -0.855
H -2.5907 -0.7199 -1.1427 0.111 0.106 0.122 0.264
H -2.3018 0.9535 -0.6112 0.077 -0.183 0.039 0.264
N 2.3192 0.9697 2.4820 0.135 -0.215 -0.494 -0.359
H -2.2871 -0.3729 0.5762 0.087 0.055 -0.179 0.263
```
Forces are in eV/Å.

Values from the calculation:
* charge: 0
* HOMO-LUMO gap: 10.67 eV
* LUMO level: 0.509 eV
* HOMO: -10.16 eV



5.
The following is a DFT calculation (ωB97M-V/def2-TZVPD) of a molecular structure, C3H4N2O at a distorted geometry.

```
10
Properties=species:S:1:pos:R:3:forces:R:3:mulliken_charge:R:1
N -0.0255 -1.3656 -0.0393 -2.523 -6.473 -0.689 -0.752
H -2.2568 0.5263 -0.1084 -1.303 0.187 0.105 0.288
N 1.0942 -0.8434 -0.1098 10.550 -4.737 2.829 0.252
C -0.1482 0.8011 -0.0855 1.456 4.932 1.015 -0.386
C 1.2107 0.4430 0.0731 -6.354 0.785 -1.098 -0.562
H 2.0098 0.9814 -0.0878 4.290 2.409 -0.179 0.453
O -2.1488 -0.4105 0.0520 1.367 -0.531 -0.924 -0.488
H 1.7444 -1.5437 0.3840 -0.123 1.817 -1.714 0.288
H -0.7283 1.8091 0.0631 1.677 -2.001 -0.595 0.184
C -0.7514 -0.3977 -0.1413 -9.037 3.610 1.252 0.723
```
Forces are in eV/Å.

Values from the calculation:
* charge: 0
* HOMO-LUMO gap: 10.20 eV
* LUMO level: 0.921 eV
* HOMO: -9.28 eV



6.
The following is a DFT calculation (ωB97M-V/def2-TZVPD) of 2 unconnected molecules or ions with the total composition C3H4N2O.

```
10
Properties=species:S:1:pos:R:3:forces:R:3:mulliken_charge:R:1
N -1.2515 0.9476 0.2460 -0.093 0.131 -0.146 -0.595
C 0.8125 -1.2236 1.2001 0.660 -0.518 0.032 -0.125
C -0.1550 0.9938 -2.0794 -0.233 -0.010 0.495 -0.496
H 0.3149 0.9964 -3.0373 -0.078 -0.005 0.171 0.418
O 2.6377 -2.7183 1.3806 -0.175 0.131 -0.001 -0.626
H -1.1744 1.8267 0.7462 0.004 -0.097 -0.056 0.257
N 1.7094 -1.9531 1.2815 -0.585 0.475 -0.049 0.462
H -2.2187 0.6419 0.2293 0.109 0.027 -0.004 0.259
H 0.0182 -0.5110 1.0358 0.178 -0.151 0.027 0.340
C -0.6932 0.9997 -1.0028 0.213 0.016 -0.468 0.107
```
Forces are in eV/Å.

Values from the calculation:
* charge: 0
* HOMO-LUMO gap: 10.13 eV
* LUMO level: 0.518 eV
* HOMO: -9.61 eV



7.
The following is a DFT calculation (ωB97M-V/def2-TZVPD) of 2 unconnected molecules or ions with the total composition C3H4N2O at a distorted geometry.

```
10
Properties=species:S:1:pos:R:3:forces:R:3:mulliken_charge:R:1
C 0.8045 1.0117 -1.2038 0.980 -0.077 -0.174 0.421
H -0.7958 1.3985 -0.0833 0.041 -0.058 -0.080 0.244
H 1.1775 -1.0844 1.7837 -0.131 -0.005 -0.002 0.259
N 1.9438 0.8647 -1.3743 -1.121 0.139 0.149 -0.426
C 0.4637 -1.2290 0.9855 -0.148 -0.091 0.032 -1.097
C -0.8247 -1.1568 1.2204 -0.616 0.009 0.139 0.880
H -1.0163 1.6080 -1.7459 0.044 -0.021 0.050 0.241
H 0.8083 -1.4659 -0.0131 -0.084 0.049 0.108 0.310
N -0.5245 1.1127 -1.0151 0.044 0.100 -0.051 -0.458
O -1.9740 -1.0738 1.4187 0.990 -0.044 -0.170 -0.375
```
Forces are in eV/Å.

Values from the calculation:
* charge: 0
* HOMO-LUMO gap: 9.92 eV
* LUMO level: 0.460 eV
* HOMO: -9.46 eV



8.
The following is a DFT calculation (ωB97M-V/def2-TZVPD) of C3H4N2O in the gas phase.

```
10
Properties=species:S:1:pos:R:3:forces:R:3:mulliken_charge:R:1
H -0.8835 -2.1430 -1.0676 0.100 -0.059 0.086 0.267
C -0.2737 -0.6691 0.1564 -0.034 -0.039 0.159 0.339
O 1.4759 1.1398 -0.8050 -0.343 0.165 0.306 -0.507
H 0.5639 2.5811 0.2988 0.063 -0.087 0.009 0.365
C -0.4511 -0.2551 1.3551 0.063 -0.295 -0.008 -0.385
H 0.3148 -1.1196 -1.6702 -0.088 -0.054 0.017 0.278
N -0.0832 -1.5635 -0.8532 -0.075 0.191 0.041 -0.479
C 0.5996 1.5428 -0.0707 0.237 -0.039 -0.205 0.191
H -0.7288 -0.3036 2.3933 -0.007 0.028 -0.166 0.369
N -0.5338 0.7904 0.2631 0.083 0.189 -0.239 -0.439
```
Forces are in eV/Å.

Values from the calculation:
* charge: 0
* HOMO-LUMO gap: 9.36 eV
* LUMO level: 0.885 eV
* HOMO: -8.47 eV



9.
The following is a DFT calculation (ωB97M-V/def2-TZVPD) of C3H4N2O in the gas phase.

```
10
Properties=species:S:1:pos:R:3:forces:R:3:mulliken_charge:R:1
O 1.9766 -0.6933 -0.5804 0.087 0.146 -0.087 -0.482
C 0.7805 -0.3934 0.0348 -0.123 -0.164 0.190 0.576
H 0.8078 -0.6182 1.1311 0.184 0.113 0.088 0.184
C -0.8661 0.9826 -0.0152 0.266 0.071 0.018 -0.143
H -2.3510 -0.5634 0.0371 0.103 0.012 -0.200 0.194
H -1.5282 1.8418 0.0280 0.047 -0.127 -0.013 0.389
H 2.5643 0.0490 -0.3796 -0.001 -0.208 -0.126 0.329
N 0.4016 1.0211 -0.0255 -0.422 -0.067 0.075 -0.512
C -0.4169 -1.2814 -0.1690 -0.172 0.481 0.044 -0.510
N -1.3688 -0.3448 -0.0612 0.031 -0.256 0.012 -0.024
```
Forces are in eV/Å.

Values from the calculation:
* charge: 0
* HOMO-LUMO gap: 9.66 eV
* LUMO level: 0.497 eV
* HOMO: -9.17 eV



10.
The following is a DFT calculation (ωB97M-V/def2-TZVPD) of C3H4N2O in the gas phase at a distorted geometry.

```
10
Properties=species:S:1:pos:R:3:forces:R:3:mulliken_charge:R:1
O 1.4456 0.9292 1.1360 0.952 -1.209 -1.778 -0.519
C -0.8720 -0.9693 -0.7654 0.844 0.904 0.889 -0.248
C 0.4942 -0.5032 -0.6852 -0.966 -1.056 -1.044 -0.518
N -0.7363 0.3314 1.0298 1.116 -5.525 -4.536 -0.070
H -1.2857 -1.6411 -1.4875 -0.180 -0.269 -0.181 0.426
H 1.2834 -0.7613 -1.3376 0.681 -0.157 -0.367 0.370
H 2.2836 0.4937 0.8512 -0.558 0.871 0.537 0.339
N -1.6292 -0.4892 0.1722 0.023 1.916 1.488 -0.552
H -0.8777 1.2155 1.3351 -1.987 3.084 1.440 0.248
C 0.4876 0.2693 0.3877 0.074 1.441 3.552 0.524
```
Forces are in eV/Å.

Values from the calculation:
* charge: 0
* HOMO-LUMO gap: 9.86 eV
* LUMO level: 0.622 eV
* HOMO: -9.24 eV



Total energy per entry: -8200.03931, -8197.17839, -8199.90726, -8200.12525, -8200.32270, -8198.40485, -8201.90241, -8199.96085, -8200.87166, -8201.88686 eV
Relative energy (zero: lowest compared OMol25 entry of this formula, charge and spin) per entry: 371.10, 647.13, 383.84, 362.80, 343.75, 528.80, 191.33, 378.66, 290.79, 192.83 kJ/mol